# 1
Molecular formula: C2Br2N2O4
Method: DFT, ωB97M-V/def2-TZVPD

As for the total charge: 0. For the energy above the lowest of the compared OMol25 structures with the same formula, charge and spin, the calculation gives 702.9 kJ/mol. As for the HOMO-LUMO gap (alpha / beta): 0.2659 / 0.2657 Ha. The total energy comes out at -153319.74042 eV.

Geometry as XYZ:
```
10
Properties=species:S:1:pos:R:3:forces:R:3
C -0.78812 0.20115 0.89781 -0.2 -1.3 -0.3
C 0.88711 -0.15503 -0.97346 0.2 1.1 1.1
N -1.50838 1.16992 0.45600 -2.3 2.1 0.3
N 1.21806 -1.31854 -0.64367 1.8 -2.4 0.2
O -0.27123 -0.23076 1.84869 0.5 0.0 0.2
O 0.86419 -2.30028 -0.05762 -0.5 0.1 0.1
O -1.69370 2.11964 -0.23263 1.1 -0.7 0.0
O 0.71211 0.76584 -1.62664 -0.4 1.1 -1.2
Br -2.20431 -1.03148 -0.35688 0.5 0.1 0.2
Br 2.96645 -0.10458 0.48598 -0.6 -0.1 -0.5
```
Forces are in eV/Å.

natural (NBO) population analysis, charges in e, atoms 1 to 4: 0.619 0.745 0.117 0.047


# 2
Molecular formula: C4H15NO3
Method: DFT, ωB97M-V/def2-TZVPD

As for the total charge: 0. For the energy above the lowest of the compared OMol25 structures with the same formula, charge and spin, the calculation gives 175.8 kJ/mol. As for the HOMO-LUMO gap: 0.3654 Ha. The total energy comes out at -12022.39602 eV.

Geometry as XYZ:
```
23
Properties=species:S:1:pos:R:3:forces:R:3
C 2.41953 1.54979 0.69223 0.1 -1.2 -1.3
C 1.90864 0.49226 -0.32551 -0.9 -0.1 0.7
C 0.44002 -0.01771 -0.01409 2.5 -0.8 1.0
N -0.44072 0.53378 -0.99839 -1.3 0.1 0.2
C -1.81590 0.74399 -0.68437 -2.0 -1.0 -1.4
O -2.70101 -0.02552 -1.55653 -0.6 -0.2 -0.3
H 1.56572 1.74977 1.32256 0.1 1.0 0.2
H 2.86117 2.38048 0.10321 -0.3 -0.2 1.1
H 3.14859 0.99077 1.29247 0.1 0.8 0.1
H 2.59717 -0.35451 -0.27873 -0.2 0.0 -0.4
H 1.88173 0.86098 -1.35904 0.2 -0.1 0.2
H 0.60444 -1.11015 0.03440 -1.0 0.0 -1.0
H 0.12634 0.12651 1.03760 0.1 0.8 -0.4
H -0.07754 1.35734 -1.44913 0.3 -0.1 0.1
H -2.24574 0.35771 0.24506 1.3 0.6 0.7
H -2.21557 1.74142 -0.91794 0.8 0.2 0.6
H -2.22620 -0.57110 -2.17902 0.5 0.0 -0.1
O -1.39298 -0.47474 3.65292 0.6 0.6 -0.5
H -1.24416 -1.41770 3.67460 -0.3 -0.3 0.2
H -2.20257 -0.26172 4.10848 -0.3 -0.3 0.2
O 0.00062 -2.98020 -2.02357 0.6 -0.4 0.1
H -0.62331 -3.56808 -2.45755 -0.2 0.4 0.0
H -0.36826 -2.10336 -1.91966 -0.4 0.1 -0.1
```
Forces are in eV/Å.

natural (NBO) population analysis, charges in e, atoms 1 to 4: -0.624 -0.390 -0.231 -0.663


# 3
Molecular formula: C45H28N5NiS
Method: DFT, ωB97M-V/def2-TZVPD

As for the total charge: -1. As for the HOMO-LUMO gap (alpha / beta): 0.1705 / 0.1829 Ha. The total energy comes out at -106450.49405 eV. Its spin multiplicity is 3.

Geometry as XYZ:
```
80
Properties=species:S:1:pos:R:3:forces:R:3
Ni -0.03896 -0.18370 -0.09027 0.2 -0.3 -0.1
C -5.58683 -4.74586 0.44872 0.0 0.0 0.1
C -5.77215 -3.55286 -0.23646 -0.1 -0.1 0.0
C -4.86688 -2.51553 -0.11258 0.1 0.1 0.0
C -3.73806 -2.61880 0.72452 -0.2 -0.2 0.0
C -3.52080 -3.87556 1.33069 0.0 0.2 -0.1
C -4.43630 -4.90236 1.21189 -0.1 -0.1 0.0
C -2.78661 -1.53793 0.86280 0.5 0.1 0.1
C -1.67284 -1.60421 1.76654 -0.2 -0.1 -0.3
C -1.66358 -2.09869 3.10169 0.1 -0.1 0.1
C -0.44256 -1.78929 3.64215 0.0 0.1 -0.1
C 0.31158 -1.13257 2.63039 0.3 0.2 0.3
N -0.47717 -1.02637 1.50920 -0.1 -0.1 0.2
C 1.68195 -0.80221 2.69518 -0.3 -0.2 -0.4
C 2.40835 -0.65364 1.50513 -0.1 0.2 0.4
C 3.80922 -0.78903 1.28896 0.1 0.1 -0.1
C 4.02032 -0.75433 -0.06034 0.1 -0.1 0.2
C 2.76303 -0.49418 -0.68160 -0.1 0.1 -0.2
C 2.54333 -0.06618 -2.01967 -0.5 0.1 0.3
C 3.24338 -0.57734 -3.17916 0.2 -0.1 -0.2
C 4.23684 -1.56859 -3.07540 -0.1 0.1 0.0
C 4.83915 -2.10061 -4.19750 0.0 -0.1 -0.1
C 4.48371 -1.66838 -5.46794 0.0 0.0 -0.1
C 3.47618 -0.72223 -5.59721 0.1 0.0 0.0
C 2.85434 -0.19970 -4.47903 0.1 0.0 0.1
C 1.57181 0.98878 -2.14243 0.2 -0.2 0.1
N 0.45871 1.06213 -1.38717 0.2 0.2 -0.3
C -0.13858 2.28486 -1.61951 -0.2 0.2 0.1
C -1.42980 2.62299 -1.18923 0.3 -0.3 -0.1
C -1.85705 4.02915 -1.38061 0.1 0.1 0.0
C -2.94441 4.41766 -2.15700 0.0 -0.1 0.0
C -3.24565 5.76226 -2.32350 -0.1 0.1 0.0
C -2.47338 6.73818 -1.71356 0.1 0.0 0.0
C -1.39187 6.36240 -0.92789 0.0 0.0 0.0
C -1.08567 5.02200 -0.76668 -0.1 0.0 0.0
C -2.25976 1.67262 -0.60960 0.0 0.3 0.1
C -3.67312 1.72306 -0.45516 0.0 0.0 0.0
C -4.07395 0.48807 -0.02805 -0.1 0.1 0.0
C -2.89413 -0.29582 0.17263 0.1 -0.1 0.1
N -1.81716 0.44058 -0.17772 -0.2 -0.2 -0.1
C 0.67137 3.01407 -2.53039 0.1 -0.1 0.1
C 1.72125 2.20105 -2.87284 -0.1 0.1 -0.1
N 1.80535 -0.44384 0.28260 0.1 -0.1 -0.3
C 2.27566 -0.58277 4.03351 0.1 0.1 0.3
C 1.53287 0.15746 4.97023 0.1 0.0 -0.2
C 2.02189 0.43693 6.23406 0.1 0.0 0.0
C 3.28986 0.01023 6.60211 0.0 0.0 0.0
C 4.05107 -0.69633 5.68516 0.0 0.0 0.0
C 3.55183 -0.99218 4.42622 0.0 -0.2 0.0
H -6.30275 -5.55344 0.36383 0.0 0.0 0.0
H -6.62819 -3.44304 -0.89195 0.0 0.1 0.0
H -5.00622 -1.61853 -0.69962 -0.1 -0.1 0.0
H -2.59352 -4.05291 1.85143 0.0 0.0 0.1
H -4.24092 -5.85060 1.69891 0.0 0.0 0.0
H -2.49662 -2.56849 3.59710 0.0 -0.1 0.0
H -0.07234 -2.05522 4.61818 0.0 0.1 0.1
H 4.56646 -0.92698 2.03994 0.0 0.1 -0.1
H 4.97334 -0.80969 -0.55925 0.0 0.0 0.0
H 4.49409 -1.96368 -2.10482 0.0 -0.1 -0.1
H 5.56637 -2.89602 -4.08630 0.0 0.0 0.0
H 4.95316 -2.09654 -6.34484 0.0 0.0 0.0
H 3.14952 -0.40994 -6.58202 0.0 0.0 0.0
H 2.02188 0.47484 -4.61485 0.0 0.0 0.0
H -3.54310 3.66666 -2.65695 0.0 0.0 0.0
H -4.08476 6.05366 -2.94336 0.0 0.0 0.0
H -2.70042 7.78795 -1.85115 0.0 0.0 0.0
H -0.78609 7.11681 -0.44145 0.0 0.0 0.0
H -0.23615 4.72442 -0.16654 0.0 0.0 0.0
H -4.29110 2.57961 -0.67343 0.0 0.0 0.1
H -5.07430 0.17453 0.22098 0.0 0.1 0.0
H 0.46182 4.00796 -2.89093 0.0 0.0 0.0
H 2.55022 2.44043 -3.51862 0.0 0.0 0.0
H 0.56508 0.53703 4.67950 -0.1 0.0 0.0
H 1.41255 0.99578 6.93345 0.0 0.0 0.0
H 3.67853 0.22775 7.58899 0.0 0.0 0.0
H 5.04491 -1.03464 5.95168 0.0 0.0 0.0
H 4.16341 -1.58242 3.76045 -0.1 -0.1 0.0
S 1.03688 -3.82823 -2.76553 0.4 -0.4 -0.3
C 0.33688 -2.67091 -1.89050 -0.6 0.4 0.3
N -0.25440 -1.86953 -1.26820 0.3 0.4 0.1
```
Forces are in eV/Å.

Löwdin population analysis, charges in e, atoms 1 to 4: 0.672 -0.116 -0.100 -0.036